Density functional theory data (ωB97M-V/def2-TZVPD) for an isolated ion of composition C6H6N and charge +1 at a distorted geometry.

Bonds (Å) are listed after each position.
Geometry (Å):
1 C 0.442 1.568 0.482  N2 1.304, C7 1.527, H8 1.138
2 N 1.003 1.442 -0.688  C1 1.304, C3 1.303
3 C 0.840 0.270 -1.233  N2 1.303, C4 1.449, C5 1.426
4 C 0.745 -0.887 -2.100  C3 1.449, C5 1.544, H9 1.037, H10 1.060
5 C -0.153 -0.684 -0.861  C3 1.426, C4 1.544, C6 1.355
6 C -0.718 -0.694 0.371  C5 1.355, C7 1.521, H11 1.009
7 C -0.298 0.474 1.248  C1 1.527, C6 1.521, H12 1.138, H13 1.067
8 H 0.455 2.631 0.888  C1 1.138
9 H 1.608 -1.459 -2.034  C4 1.037
10 H 0.290 -0.754 -3.049  C4 1.060
11 H -1.096 -1.481 0.876  C6 1.009
12 H -1.100 1.180 1.641  C7 1.138
13 H 0.168 -0.079 2.033  C7 1.067

The orbital gap comes out at 8.329 eV. Its total charge is +1. The value obtained for the LUMO energy is -6.53 eV. For the molar mass, the calculation gives 92.1 Da. As for the SMILES: C1=[N+]=C2CC2=CC1. The calculation puts the HOMO energy at -0.54610 Eh. Its energy relative to the best compared isomer or geometry (same formula, charge and spin) is 64.53 kcal/mol. Its maximum force is 4.44 eV Å⁻¹.